# 1
# C6H14N2O4P

A 2-piece molecular cluster, C6H14N2O4P overall (wB97M-V/def2-TZVPD, OMol25).

Geometry as XYZ:
```
27
Properties=species:S:1:pos:R:3:forces:R:3
C 1.7788 -0.0898 -1.7462 0.17 1.45 -0.01
C 3.2532 1.0071 0.0483 0.49 -0.99 -1.63
C 1.4940 -0.2075 1.9267 0.58 2.34 1.90
C 0.5583 -1.7929 0.4005 -0.39 1.34 2.20
C 1.8621 0.5303 -0.3677 -1.42 -1.52 0.12
C 1.3002 -0.4861 0.6597 0.14 -0.32 -0.08
N -2.7318 0.2418 -0.5087 2.75 -2.77 -2.14
N -0.3797 1.2847 -0.5395 -0.31 -0.48 0.59
O -3.0193 -1.0868 -0.9888 2.69 -0.33 2.28
O 0.8604 1.6741 -0.3820 -0.07 -1.00 0.58
O -5.3620 0.9000 0.5042 0.62 1.46 0.22
O -0.8283 -1.5589 0.0434 -0.51 1.72 -0.90
P -1.2044 0.0045 0.0814 1.26 1.44 -0.73
H 2.7456 -0.4672 -1.9714 0.61 -0.71 -0.49
H 1.5757 0.7528 -2.3966 0.14 -0.05 -0.59
H 1.0027 -0.8156 -1.8856 -0.31 -0.42 -0.01
H 3.9748 0.8422 -0.7958 -0.68 -0.05 0.69
H 3.5554 0.3576 0.8737 0.37 0.82 -0.11
H 3.3229 2.0599 0.1969 -0.20 0.74 0.76
H -5.3998 1.7531 0.9959 -0.01 -0.71 -0.68
H 1.2767 -0.7607 2.8136 -0.54 -0.93 0.03
H 1.9067 0.7753 2.2501 -0.02 -0.73 -0.61
H 1.0230 -2.4765 -0.2298 0.43 -1.00 -1.60
H 0.3989 -2.2486 1.3699 0.69 -0.36 0.16
H -3.7520 -1.0268 -1.5045 -3.56 0.64 -2.65
H -3.4638 0.5414 0.0332 -2.44 1.20 2.18
H -5.7482 0.2926 1.1191 -0.48 -0.78 0.50
```
Positions in Å, forces in eV/Å.

- LUMO: -0.2005 Ha
- Gap between HOMO and LUMO: 7.85 eV
- Relative energy (zero: lowest compared OMol25 entry of this formula, charge and spin): 967.5 kJ/mol
- Largest force on an atom: 4.48 eV/A
- Total charge: +1

=====

# 2
# C6H14N2OS

One molecule with the formula C6H14N2OS (wB97M-V/def2-TZVPD, OMol25).

Geometry as XYZ:
```
24
Properties=species:S:1:pos:R:3:forces:R:3
C -1.7426 0.6338 0.0171 0.93 -0.35 0.25
C 0.3700 1.9536 0.4774 -2.48 1.02 0.91
C -0.7058 -0.4654 -2.1728 1.13 0.60 -0.29
C 0.2704 -0.5967 2.0506 -0.52 -0.41 -0.45
C 1.5271 -1.3082 0.0743 -0.95 -1.43 0.93
C -0.2137 0.7609 -0.2332 -0.86 -2.11 2.81
N 0.1178 0.5022 -1.5102 -0.82 1.52 -1.64
N 0.2482 -0.7679 0.5970 0.89 1.36 -1.04
O -2.1584 -0.5994 0.1773 -0.66 0.23 -0.23
S -2.6104 1.9716 0.1522 -1.07 0.56 -0.11
H 1.3663 1.6777 0.5161 2.39 -0.01 1.14
H 0.3235 2.9106 -0.0674 -0.28 -0.67 -0.23
H -0.2422 2.1814 1.4635 1.93 -0.74 -1.85
H -0.2792 -0.5544 -3.1222 0.34 -0.39 -1.77
H -0.5979 -1.3867 -1.6795 -0.44 -1.60 0.45
H -1.7050 -0.1267 -2.2709 -0.94 0.14 0.00
H -0.4428 -1.3477 2.4226 1.16 -0.48 0.76
H 1.3271 -0.5274 2.4279 -1.24 -0.44 0.17
H -0.2822 0.2824 2.3360 0.15 0.77 0.01
H 1.5964 -2.4569 -0.0298 -0.79 1.59 -0.23
H 1.7694 -0.8370 -0.8636 0.40 -0.29 -0.19
H 2.2894 -1.1528 0.8107 0.84 0.59 0.23
H 1.0796 0.3946 -1.7190 0.69 0.42 -0.15
H -1.3049 -1.1415 0.1460 0.18 0.13 0.53
```
Positions in Å, forces in eV/Å.

- LUMO: 0.0215 Ha
- Gap between HOMO and LUMO: 9.09 eV
- SMILES: CN[C@@](C)(C(O)=S)N(C)C
- Relative energy (zero: lowest compared OMol25 entry of this formula, charge and spin): 304.3 kJ/mol
- Largest force on an atom: 3.62 eV/A
- Total charge: 0

=====

# 3
# C6H14N3O2

An isolated ion of composition C6H14N3O2 and charge +1 (wB97M-V/def2-TZVPD, OMol25).

Geometry as XYZ:
```
25
Properties=species:S:1:pos:R:3:forces:R:3
C -1.7403 -0.5182 -1.5160 -0.24 0.75 0.09
C -2.3394 0.6687 -0.7779 0.98 -0.15 1.06
O -1.8929 1.8881 -1.3116 -0.04 0.01 -0.31
C -1.9345 0.5815 0.7495 -0.89 -0.32 -0.89
O -0.9345 1.5630 1.0703 0.84 0.29 -0.19
N 0.1415 0.9789 1.6911 -0.21 0.06 0.59
C 1.1435 0.3999 1.0530 0.16 -0.08 0.67
N 1.7119 0.7915 -0.0987 -0.59 -1.42 -1.75
C 2.6558 -0.3118 -0.4599 0.45 -0.56 0.11
C 2.1911 -1.4716 0.3874 0.90 0.13 0.97
N 1.7078 -0.7175 1.5820 -1.14 0.13 -0.49
H -2.2622 -1.4270 -1.2504 0.08 -0.35 -0.04
H -1.8051 -0.3277 -2.5786 -0.09 -0.24 -0.32
H -0.6855 -0.5831 -1.2392 0.17 -0.29 -0.05
H -3.4206 0.6464 -0.7934 -0.24 0.14 -0.32
H -1.0070 1.7511 -1.6748 -0.31 0.26 0.02
H -2.8179 0.7321 1.3543 -0.03 0.40 0.40
H -1.5820 -0.4247 0.9538 0.27 -0.08 0.17
H 0.1689 1.0035 2.7030 -0.46 -0.22 0.02
H 1.0256 0.8072 -0.8535 -0.02 1.19 0.12
H 3.6681 -0.0345 -0.2106 0.22 0.31 0.12
H 2.6345 -0.6249 -1.4919 -0.17 0.56 -0.47
H 2.9799 -2.1307 0.7157 0.29 -0.18 -0.19
H 1.4207 -2.0577 -0.1037 -0.41 0.01 0.16
H 0.9729 -1.1826 2.0999 0.50 -0.34 0.52
```
Positions in Å, forces in eV/Å.

- LUMO: -0.1469 Ha
- Gap between HOMO and LUMO: 9.86 eV
- SMILES: C[C@H](O)CONC1=[NH+]CCN1
- Relative energy (zero: lowest compared OMol25 entry of this formula, charge and spin): 236.5 kJ/mol
- Largest force on an atom: 2.33 eV/A
- Total charge: +1

=====

What is the formula in the third record? C6H14N3O2